1.
Molecular formula: C10H28Br2CaN2O3
Method: DFT, ωB97M-V/def2-TZVPD

Last column: Mulliken charge in e.
CARTESIAN COORDINATES (ANGSTROEM)
Ca1 -14.55 -15.90 -19.56  0.97
Br1 -13.21 -13.97 -21.11  -0.34
Br2 -13.14 -18.14 -20.60  -0.35
C1 -16.94 -19.33 -17.37  -1.15
C2 -15.61 -18.79 -17.93  -0.49
O1 -15.64 -17.36 -18.07  -0.02
H1 -16.57 -20.23 -16.87  0.40
H2 -17.56 -19.60 -18.22  0.31
H3 -17.47 -18.73 -16.63  0.34
H4 -15.46 -19.30 -18.87  0.30
H5 -14.80 -19.02 -17.23  0.32
H6 -15.98 -16.95 -17.27  0.18
C3 -11.75 -16.37 -17.45  -1.55
C4 -12.89 -15.60 -16.75  0.45
C5 -12.33 -14.54 -15.71  -0.95
O2 -11.76 -13.41 -16.48  -0.36
C6 -11.64 -12.22 -15.67  -0.80
N1 -13.70 -14.83 -17.67  -0.25
H7 -12.09 -17.34 -17.79  0.37
H8 -10.93 -16.66 -16.79  0.40
H9 -11.29 -15.80 -18.26  0.33
H10 -13.64 -16.22 -16.26  0.33
H11 -11.70 -14.95 -14.92  0.55
H12 -13.16 -14.17 -15.10  0.42
H13 -12.56 -12.03 -15.12  0.33
H14 -11.55 -11.35 -16.33  0.27
H15 -10.77 -12.30 -15.02  0.29
H16 -13.05 -14.10 -17.92  0.24
H17 -14.18 -14.30 -16.96  0.14
C7 -18.70 -14.48 -18.63  -1.65
C8 -17.50 -15.11 -19.21  0.42
C9 -17.33 -15.21 -20.71  -0.71
O3 -16.25 -16.01 -21.03  0.00
C10 -16.07 -16.21 -22.40  -0.92
N2 -16.40 -14.48 -18.55  -0.43
H18 -18.55 -14.42 -17.55  0.41
H19 -19.41 -15.22 -18.99  0.44
H20 -18.92 -13.51 -19.08  0.40
H21 -17.63 -16.13 -18.86  0.07
H22 -17.08 -14.26 -21.18  0.38
H23 -18.28 -15.65 -21.00  0.47
H24 -16.99 -16.17 -22.97  0.38
H25 -15.74 -17.24 -22.55  0.29
H26 -15.27 -15.59 -22.80  0.28
H27 -16.48 -14.51 -17.54  0.25
H28 -16.61 -13.52 -18.77  0.26

## Properties
F_max ... 2.42 eV/Å
Charge ... +1
HOMO (alpha / beta) ... -13.1 / -11.7 eV
2S+1 ... 2

=====

2.
Molecular formula: C10H28BrCaN2O3
Method: DFT, ωB97M-V/def2-TZVPD

Last column: Mulliken charge in e.
CARTESIAN COORDINATES (ANGSTROEM)
Ca1 4.46 -22.47 -1.76  1.46
Br1 3.89 -25.06 -0.85  -0.44
C1 7.65 -25.29 1.14  -0.97
C2 6.58 -25.22 2.21  -0.06
O1 5.61 -24.20 1.93  -0.50
H1 7.36 -25.96 0.32  0.23
H2 8.47 -25.92 1.52  0.35
H3 8.04 -24.37 0.73  0.33
H4 7.02 -25.00 3.18  0.31
H5 6.07 -26.18 2.34  0.14
H6 4.96 -24.56 1.31  0.26
C3 0.11 -25.05 -3.45  -1.40
C4 0.12 -26.46 -2.83  0.29
C5 0.98 -27.41 -3.69  -0.29
O2 0.40 -27.61 -4.94  -0.42
C6 -0.52 -28.68 -5.00  -0.62
N1 0.58 -26.32 -1.43  -0.62
H7 1.07 -24.64 -3.76  0.22
H8 -0.34 -24.31 -2.79  0.41
H9 -0.51 -25.08 -4.35  0.36
H10 -0.93 -26.77 -2.85  0.32
H11 1.05 -28.35 -3.12  0.30
H12 1.99 -27.00 -3.72  0.31
H13 -1.31 -28.55 -4.25  0.28
H14 0.01 -29.61 -4.77  0.27
H15 -0.92 -28.77 -6.00  0.26
H16 1.60 -26.28 -1.53  -0.04
H17 0.42 -27.17 -0.89  0.33
C7 3.66 -30.95 0.00  -1.55
C8 3.74 -29.43 0.18  0.39
C9 5.14 -28.92 0.54  -0.27
O3 5.61 -29.62 1.66  -0.35
C10 6.99 -29.43 1.85  -0.59
N2 3.22 -28.77 -1.03  -0.30
H18 3.69 -31.45 0.96  0.36
H19 4.48 -31.34 -0.60  0.36
H20 2.70 -31.16 -0.48  0.43
H21 3.02 -29.22 0.97  0.15
H22 4.97 -27.84 0.69  0.00
H23 5.86 -29.03 -0.27  0.39
H24 7.28 -28.39 1.61  0.08
H25 7.64 -30.01 1.18  0.34
H26 7.26 -29.62 2.88  0.29
H27 3.60 -27.83 -1.07  -0.09
H28 3.60 -29.25 -1.85  0.28

## Properties
Energy above the lowest of the compared OMol25 structures with the same formula, charge and spin ... 81.6 kcal per mole
F_max ... 2.25 eV/Å
Charge ... +1
HOMO ... -10.9 eV
2S+1 ... 1

=====

3.
Molecular formula: C10H28BrFeN2O4
Method: DFT, ωB97M-V/def2-TZVPD

Last column: Mulliken charge in e.
CARTESIAN COORDINATES (ANGSTROEM)
Fe1 -0.02 0.80 -19.76  0.74
Br1 2.15 -0.33 -19.13  -0.60
C1 -2.26 0.78 -15.99  -1.56
C2 -1.58 1.13 -17.30  0.42
C3 -0.35 1.96 -17.05  -0.80
O1 0.32 2.26 -18.27  0.01
C4 1.41 3.15 -18.11  -0.85
N1 -1.20 -0.05 -18.13  -0.35
H1 -3.25 0.35 -16.15  0.41
H2 -2.39 1.68 -15.39  0.40
H3 -1.65 0.08 -15.42  0.39
H4 -2.28 1.72 -17.90  -0.01
H5 0.33 1.40 -16.38  0.43
H6 -0.63 2.89 -16.54  0.46
H7 1.81 3.36 -19.11  0.24
H8 2.19 2.70 -17.50  0.29
H9 1.07 4.09 -17.67  0.31
H10 -2.02 -0.63 -18.27  0.30
H11 -0.59 -0.63 -17.54  0.29
C5 -0.56 -3.03 -22.13  -1.58
C6 0.17 -1.76 -21.70  0.29
C7 0.99 -1.13 -22.82  -0.61
O2 0.11 -0.39 -23.65  -0.43
C8 0.75 0.09 -24.82  -0.82
N2 -0.81 -0.75 -21.15  -0.24
H12 -1.35 -2.82 -22.85  0.38
H13 -0.99 -3.54 -21.26  0.42
H14 0.13 -3.75 -22.59  0.42
H15 0.86 -2.02 -20.90  0.11
H16 1.45 -1.92 -23.41  0.62
H17 1.77 -0.49 -22.39  0.19
H18 1.51 0.84 -24.58  0.31
H19 -0.01 0.57 -25.44  0.27
H20 1.22 -0.73 -25.36  0.34
H21 -1.60 -1.31 -20.84  0.27
H22 -1.16 -0.29 -22.00  0.29
C9 -1.08 3.19 -21.26  -0.47
C10 -0.08 2.64 -22.24  -0.37
O3 0.88 1.90 -21.43  -0.38
O4 -1.66 2.06 -20.57  -0.47
H23 -1.85 3.75 -21.79  0.49
H24 -0.57 3.85 -20.55  0.20
H25 0.41 3.44 -22.77  0.49
H26 -0.57 1.93 -22.91  0.19
H27 1.70 1.78 -21.91  0.28
H28 -2.47 2.36 -20.15  0.28

## Properties
Energy above the lowest of the compared OMol25 structures with the same formula, charge and spin ... 0.0 kcal per mole
F_max ... 1.40 eV/Å
Charge ... +1
HOMO (alpha / beta) ... -11.5 / -11.2 eV
2S+1 ... 5

=====

4.
Molecular formula: C10H28BrN2O4
Method: DFT, ωB97M-V/def2-TZVPD

Last column: Mulliken charge in e.
CARTESIAN COORDINATES (ANGSTROEM)
Br1 -5.12 -18.96 -23.84  -0.71
C1 -3.69 -20.98 -26.26  -1.56
C2 -5.16 -20.94 -26.55  -0.15
C3 -5.62 -22.31 -26.93  -1.05
O1 -4.85 -22.88 -27.91  -0.34
C4 -5.36 -24.02 -28.50  -0.75
N1 -5.82 -20.47 -25.35  -0.61
H1 -3.48 -21.74 -25.51  0.28
H2 -3.38 -19.99 -25.93  0.43
H3 -3.14 -21.34 -27.12  0.44
H4 -5.31 -20.13 -27.26  0.40
H5 -6.69 -22.47 -27.07  0.55
H6 -5.57 -22.96 -26.05  0.49
H7 -5.98 -23.89 -29.40  0.24
H8 -5.97 -24.49 -27.73  0.36
H9 -4.54 -24.65 -28.83  0.24
H10 -5.49 -19.58 -25.03  0.45
H11 -5.55 -21.11 -24.61  0.36
C5 -7.64 -20.51 -23.96  -0.02
C6 -8.33 -19.17 -24.18  0.07
C7 -8.51 -18.31 -22.92  -0.76
O2 -9.21 -17.08 -23.29  -0.35
C8 -9.74 -16.25 -22.23  -0.84
N2 -7.51 -18.49 -25.10  -1.01
H12 -6.83 -20.38 -23.24  -1.21
H13 -7.17 -21.09 -24.76  0.00
H14 -8.30 -21.17 -23.40  0.94
H15 -9.34 -19.40 -24.53  0.32
H16 -7.53 -18.12 -22.47  0.25
H17 -9.20 -18.84 -22.27  0.46
H18 -10.49 -16.76 -21.63  0.32
H19 -10.42 -15.46 -22.57  0.31
H20 -8.98 -15.88 -21.54  0.30
H21 -6.60 -18.49 -24.65  0.47
H22 -7.27 -19.21 -25.77  0.54
C9 -5.95 -21.11 -21.52  -0.41
C10 -5.97 -21.16 -19.90  -0.48
O3 -6.49 -19.89 -19.62  -0.56
O4 -4.93 -20.10 -21.90  -0.70
H23 -6.94 -20.96 -21.95  0.52
H24 -5.56 -21.99 -22.02  0.39
H25 -4.94 -21.29 -19.56  0.25
H26 -6.58 -22.01 -19.61  0.36
H27 -6.14 -19.26 -20.25  0.38
H28 -4.82 -19.99 -22.85  0.40

## Properties
Energy above the lowest of the compared OMol25 structures with the same formula, charge and spin ... 234.0 kcal per mole
F_max ... 16.41 eV/Å
Charge ... -1
HOMO ... -3.3 eV
2S+1 ... 1

=====

5.
Molecular formula: C10H28CoOPSe2Si2Te2
Method: DFT, ωB97M-V/def2-TZVPD

Last column: Mulliken charge in e.
CARTESIAN COORDINATES (ANGSTROEM)
Co1 1.38 -0.61 0.66  0.70
Se1 3.32 -1.50 -0.48  -0.50
Te1 4.53 -0.18 1.28  -0.27
Te2 3.60 -1.42 3.51  -0.15
Se2 1.12 -1.13 3.16  -0.66
C1 0.31 0.05 -3.24  -1.07
Si1 -0.77 0.38 -1.71  -0.05
C2 -2.57 0.45 -2.32  -1.23
C3 -0.42 2.20 -1.27  -0.96
C4 -0.49 -0.82 -0.32  0.27
Si2 -0.78 -2.64 -0.65  0.24
C5 -0.35 -3.76 0.82  -1.10
C6 0.23 -3.33 -2.11  -0.99
C7 -2.59 -3.08 -1.05  -1.20
H1 0.37 0.95 -3.84  0.39
H2 -0.09 -0.74 -3.86  0.34
H3 1.31 -0.23 -2.95  0.23
H4 -2.72 1.28 -3.00  0.36
H5 -3.26 0.57 -1.49  0.29
H6 -2.87 -0.46 -2.84  0.31
H7 -0.57 2.80 -2.16  0.47
H8 0.59 2.33 -0.91  0.20
H9 -1.10 2.57 -0.51  0.32
H10 -1.20 -0.55 0.50  0.19
H11 0.72 -3.80 0.99  0.28
H12 -0.70 -4.77 0.62  0.34
H13 -0.80 -3.41 1.74  0.31
H14 1.26 -3.00 -2.09  0.18
H15 -0.19 -3.04 -3.07  0.31
H16 0.22 -4.41 -2.06  0.35
H17 -3.26 -2.73 -0.28  0.31
H18 -2.71 -4.16 -1.12  0.34
H19 -2.92 -2.65 -1.99  0.32
C8 2.03 2.48 3.40  -1.00
P1 1.00 2.39 1.92  1.27
C9 0.95 4.07 1.25  -1.26
C10 -0.67 2.02 2.47  -0.92
O1 1.53 1.45 0.89  -0.75
H20 1.69 3.27 4.06  0.39
H21 3.06 2.66 3.09  0.28
H22 1.99 1.52 3.91  0.20
H23 0.62 4.78 2.00  0.39
H24 0.28 4.09 0.39  0.36
H25 1.95 4.34 0.91  0.33
H26 -1.06 2.82 3.10  0.45
H27 -0.65 1.09 3.03  0.19
H28 -1.32 1.90 1.60  0.16

## Properties
F_max ... 0.74 eV/Å
Charge ... -1
HOMO (alpha / beta) ... -3.8 / -3.9 eV
2S+1 ... 4

=====

6.
Molecular formula: C10H29MoN2P2Te4
Method: DFT, ωB97M-V/def2-TZVPD

Last column: Mulliken charge in e.
CARTESIAN COORDINATES (ANGSTROEM)
Mo1 -0.86 -1.16 -0.32  -0.93
Te1 -3.18 -3.22 -0.31  0.07
Te2 -3.02 -5.14 -2.29  0.02
Te3 -0.60 -5.93 -1.20  -0.17
Te4 0.42 -3.47 -1.95  -0.09
C1 -0.76 -4.09 2.38  -0.92
P1 -0.10 -2.58 1.56  1.11
C2 1.68 -3.02 1.48  -1.28
C3 -0.11 -1.42 2.99  -1.10
C4 0.55 -0.08 2.67  -0.79
P2 -0.08 0.66 1.10  1.15
C5 0.77 2.29 1.16  -1.18
C6 -1.77 1.17 1.62  -1.34
H1 -0.21 -4.33 3.29  0.41
H2 -0.70 -4.94 1.70  0.20
H3 -1.81 -3.95 2.64  0.42
H4 2.07 -3.30 2.46  0.41
H5 2.27 -2.18 1.11  0.34
H6 1.83 -3.86 0.80  0.33
H7 0.39 -1.87 3.85  0.49
H8 -1.15 -1.25 3.29  0.42
H9 1.63 -0.22 2.56  0.40
H10 0.40 0.61 3.51  0.51
H11 0.61 2.79 2.12  0.62
H12 0.40 2.94 0.37  -0.32
H13 1.85 2.16 1.02  0.44
H14 -1.75 1.73 2.56  0.40
H15 -2.41 0.30 1.75  0.33
H16 -2.22 1.81 0.86  0.39
C7 1.96 2.20 -2.52  -1.71
C8 0.46 2.40 -2.25  1.05
C9 -0.33 2.43 -3.57  -1.66
C10 0.27 3.76 -1.55  -1.78
N1 -0.07 1.38 -1.31  0.29
N2 0.07 0.03 -1.79  -0.74
H17 2.36 3.04 -3.11  0.46
H18 2.15 1.29 -3.09  0.40
H19 2.53 2.15 -1.59  0.30
H20 -0.01 3.27 -4.20  0.43
H21 -1.41 2.54 -3.39  0.37
H22 -0.18 1.51 -4.15  0.41
H23 0.65 4.58 -2.17  0.48
H24 0.82 3.80 -0.59  0.72
H25 -0.78 3.97 -1.34  0.43
H26 -1.04 1.60 -1.07  0.49
H27 1.07 -0.26 -1.82  0.29
H28 -0.43 -0.14 -2.69  0.34
H29 -2.21 0.02 -0.61  0.08

## Properties
Energy above the lowest of the compared OMol25 structures with the same formula, charge and spin ... 0.0 kcal per mole
F_max ... 4.76 eV/Å
Charge ... +1
HOMO (alpha / beta) ... -10.1 / -10.0 eV
2S+1 ... 3

=====

no.,E (eV)
1,-178465.689
2,-108420.331
3,-126420.447
4,-92025.720
5,-220829.538
6,-63418.802